90
Properties=species:S:1:pos:R:3:forces:R:3:mulliken_charge:R:1 method="wB97M-V/def2-TZVPD" charge=+2 homo_energy_ev=-11.92 de_lowest_kj_mol=45.6 lumo_energy_ev=-8.1984 e_tot_ha=-5107.9631
N -4.0095 -6.8718 1.9692 0.244 0.179 0.390 -0.47
C -3.4790 -6.1903 2.9908 -0.021 0.435 -0.389 -0.38
C -2.6327 -5.0889 2.8020 0.560 0.099 -0.293 -0.45
C -2.3274 -4.6447 1.4814 -0.052 -1.205 -0.654 0.24
C -2.9199 -5.3894 0.4184 -0.098 -0.317 0.281 -0.32
C -3.7283 -6.4981 0.7189 0.288 0.587 -0.125 -0.43
C -1.6398 -3.3829 1.2848 -1.775 -0.137 0.285 -0.07
Cd -0.2347 -1.3344 -0.0359 1.519 1.379 -0.642 1.02
P -0.8646 3.2786 -1.7205 -0.188 2.076 -0.485 -0.31
C -2.0129 -2.4669 0.2405 0.009 -1.651 0.655 -1.22
C -2.9421 -1.3447 0.6401 0.308 1.056 0.282 0.93
C -3.9782 -0.9683 -0.2205 0.237 -0.397 -0.310 -0.59
C -4.7868 0.1216 0.0774 0.356 0.043 -0.017 -0.68
C -4.5668 0.8342 1.2579 -0.363 -0.992 0.271 -0.08
C -3.6312 0.3868 2.2001 0.282 -0.298 -0.530 -0.72
C -2.7714 -0.6703 1.8582 -0.659 0.449 -0.112 0.07
Br -5.8109 2.1522 1.7159 0.065 0.320 0.090 -0.06
H -1.0543 -3.0631 2.1567 -0.615 0.230 -0.064 0.22
H -2.2637 -2.9385 -0.7198 -0.469 -0.017 0.583 1.08
H -2.2240 -4.5724 3.6696 -0.070 -0.087 -0.183 0.39
H -2.7275 -5.1657 -0.6316 -0.034 0.066 0.325 0.36
H -3.7463 -6.5039 4.0078 0.131 0.047 -0.507 0.37
H -4.1911 -7.1000 -0.0756 0.313 0.346 0.334 0.37
H -4.1666 -1.5941 -1.1008 0.034 0.474 0.187 0.41
H -2.0054 -1.0265 2.5447 -0.177 0.241 0.138 0.41
H -5.5847 0.4199 -0.6008 0.171 -0.117 0.200 0.48
H -3.6264 0.8414 3.1851 0.255 0.006 -0.144 0.51
P 1.5794 -1.2614 -1.8091 0.890 0.382 -0.871 0.07
C -2.1253 3.0261 -0.4347 0.024 -0.280 0.169 1.01
C -3.1416 4.1627 -0.5810 -0.240 0.080 0.220 -1.41
H -1.6341 3.0372 0.5518 -0.255 0.015 -0.187 0.15
H -2.5813 2.0410 -0.5980 -0.125 0.077 0.361 -0.72
H -3.8056 4.2133 0.2864 -0.004 0.056 -0.111 0.35
H -2.6104 5.1186 -0.6949 -0.250 -0.263 0.136 0.43
H -3.7651 4.0338 -1.4762 0.187 -0.004 0.173 0.34
C -1.2199 2.0143 -2.9740 0.132 -0.432 -0.072 0.98
C -1.3994 2.6672 -4.3510 -0.079 -0.227 -0.228 -1.47
H -2.1294 1.4785 -2.6642 0.160 -0.012 -0.184 0.44
H -0.3795 1.3096 -2.9725 -0.237 -0.136 -0.149 -1.26
H -1.7667 1.9404 -5.0843 0.040 0.093 0.053 0.41
H -2.1199 3.4940 -4.3008 0.206 -0.226 0.020 0.39
H -0.4543 3.0728 -4.7331 -0.190 -0.023 0.174 0.38
C 0.7711 2.9998 -0.9677 -0.041 -0.500 0.140 2.13
C 1.6863 4.2147 -1.1698 0.341 0.029 -0.070 -1.40
H 1.1780 2.0930 -1.4392 0.207 0.115 0.283 -0.98
H 0.6054 2.8049 0.0998 0.281 -0.149 -0.161 -0.88
H 2.7348 3.8955 -1.2215 -0.123 0.162 0.101 0.34
H 1.4441 4.7455 -2.1008 0.086 -0.183 0.246 0.42
H 1.5947 4.9390 -0.3471 -0.049 -0.255 -0.256 0.35
C 3.0423 -0.1508 -1.6240 -0.203 0.220 0.565 0.61
C 4.3119 -0.7147 -2.2596 0.372 -0.108 -0.191 -1.45
H 3.1756 0.0785 -0.5559 0.083 -0.027 -0.273 -0.37
H 2.7710 0.8028 -2.1063 -0.037 -0.360 0.197 0.34
H 4.7946 -1.4814 -1.6398 -0.152 0.238 -0.077 0.34
H 4.1152 -1.1737 -3.2364 0.051 0.186 0.123 0.32
H 5.0410 0.0940 -2.4279 -0.282 -0.306 0.138 0.40
C 1.1289 -0.8886 -3.5642 -0.398 -0.083 0.054 -0.65
C -0.1834 -1.5279 -4.0208 -0.274 -0.049 -0.180 -1.15
H 1.9561 -1.2033 -4.2221 -0.123 0.033 0.418 0.52
H 1.0549 0.2104 -3.6455 0.144 -0.471 0.070 0.52
H -0.2258 -2.6084 -3.8339 0.109 0.172 -0.002 0.34
H -1.0543 -1.0615 -3.5340 0.260 -0.082 -0.098 0.21
H -0.3058 -1.3953 -5.1038 -0.007 0.004 0.295 0.41
C 2.2116 -2.9857 -1.7612 -0.391 0.078 -0.435 -0.28
C 2.6957 -3.4176 -0.3839 0.312 -0.501 0.265 -0.94
H 3.0115 -3.0855 -2.5150 -0.373 0.006 0.258 0.41
H 1.3662 -3.6193 -2.0878 0.350 0.212 0.034 0.50
H 2.5879 -4.5051 -0.2870 0.080 0.251 0.046 0.37
H 3.7559 -3.1932 -0.2255 -0.227 0.084 -0.046 0.26
H 2.1481 -2.9690 0.4564 -0.067 0.044 -0.114 0.08
C 2.0346 -0.5590 3.1446 0.126 -0.468 -0.210 -1.35
P 1.3501 0.8438 2.2039 -0.121 0.080 0.821 0.87
C 0.1878 1.4581 3.5087 -0.157 0.103 -0.319 -1.40
C 2.7525 2.0217 2.4156 0.140 0.199 -0.596 0.73
C 4.0496 1.5835 2.0768 -0.256 0.373 0.031 -0.53
C 5.1242 2.4741 2.1160 -0.225 0.121 0.146 -0.75
C 4.9239 3.8043 2.5210 -0.293 -0.537 -0.176 -0.58
C 3.6413 4.2306 2.8790 0.243 -0.087 0.009 -0.69
C 2.5565 3.3557 2.8158 0.031 -0.329 -0.138 -0.37
H 1.2066 -1.2388 3.3669 0.100 -0.124 0.034 0.45
H 2.4725 -0.2152 4.0827 0.054 -0.093 -0.058 0.46
H 2.7863 -1.0955 2.5467 -0.190 0.076 0.316 0.33
H 0.7001 1.5286 4.4824 -0.175 -0.029 -0.397 0.46
H -0.1973 2.4460 3.2248 0.011 -0.257 0.141 0.36
H -0.6729 0.7769 3.5796 0.271 0.188 0.040 0.29
H 4.2126 0.5395 1.7929 0.041 0.365 0.019 0.22
H 6.1187 2.1274 1.8339 -0.245 0.126 0.129 0.42
H 5.7686 4.4885 2.5434 -0.215 -0.091 0.054 0.42
H 3.4895 5.2538 3.2177 0.004 -0.213 -0.104 0.42
H 1.5601 3.7112 3.0944 0.414 -0.079 -0.139 0.28